# 1
13
Properties=species:S:1:pos:R:3:forces:R:3 method="wB97M-V/def2-TZVPD" gap_ev=8.19 relative_energy_kj_mol=0.6 lumo_ev=-0.74
Si 1.26968 1.63505 -0.56500 2.4 -1.7 -0.6
C 0.31375 0.06819 -0.27593 2.0 -2.5 0.9
Si -1.46117 0.38130 0.35412 2.0 -0.2 -1.2
P 1.32838 -1.39193 -0.26409 -2.6 2.5 -0.1
P -0.13374 -2.99903 0.31504 0.6 0.6 1.3
H 0.24786 2.47178 -0.93655 -1.6 2.1 -0.3
H 2.17384 1.55671 -1.80741 -0.4 -0.1 0.8
H 2.14388 2.00217 0.59840 -0.5 0.2 -0.2
H -1.47131 1.73887 0.90696 -0.2 0.0 0.4
H -1.74608 -0.76243 1.17244 -0.7 -0.3 0.7
H -2.15612 0.39140 -0.90930 -0.9 0.0 -0.4
H -0.21648 -2.58014 1.75504 0.1 -0.5 -1.4
H 0.98330 -3.85088 0.53628 -0.3 -0.1 0.1

# 2
228
Properties=species:S:1:pos:R:3:forces:R:3 method="wB97M-V/def2-TZVPD" gap_ev=7.29 charge=+5 lumo_ev=-9.53
C -1.90584 8.18419 5.82761 0.0 -0.1 0.0
C -1.37457 7.36885 4.66998 0.2 0.3 -0.5
C -2.09462 6.10429 4.26720 -1.0 -0.2 -0.2
O -1.47005 5.58010 3.09658 0.2 0.4 -0.1
C -1.84686 4.22341 2.89906 -0.1 -0.6 0.6
N -1.30376 8.23523 3.37403 0.8 0.2 0.6
H -2.18427 8.67953 3.11406 -0.2 -0.2 0.0
H -0.61848 8.97948 3.51304 -0.2 0.2 0.1
H -0.92955 7.65635 2.62152 -0.5 -0.3 -0.1
H -1.71160 7.59112 6.72241 -0.3 0.0 0.1
H -2.96195 8.43981 5.75052 -0.1 -0.2 0.0
H -1.35734 9.11776 5.96337 0.1 0.0 -0.1
H -0.32100 7.16066 4.85978 0.0 -0.2 0.0
H -3.14985 6.29031 4.02028 0.0 0.4 0.0
H -2.16755 5.36626 5.07233 0.7 0.2 0.1
H -2.92942 4.09008 2.97637 -0.1 0.2 -0.1
H -1.39181 3.62040 3.68720 0.0 -0.1 -0.1
H -1.52060 3.84615 1.93346 0.1 0.3 -0.1
C -3.14845 -2.90338 1.60456 0.9 -0.3 -0.7
C -3.09483 -3.09651 3.10771 0.0 -0.4 0.2
C -4.46978 -3.18668 3.75311 0.1 -0.1 -0.7
O -4.31792 -3.39702 5.13585 -0.3 0.2 0.0
C -5.23929 -4.37236 5.66941 0.9 0.5 0.4
N -2.37438 -4.40133 3.42418 -0.3 -0.3 -0.4
H -1.52036 -4.56639 2.87285 0.5 0.4 -0.3
H -2.15487 -4.41090 4.41788 -0.2 -0.3 0.1
H -2.96840 -5.19785 3.18452 -0.1 0.0 0.3
H -3.36404 -3.83395 1.07002 -0.6 -0.1 0.3
H -2.16952 -2.67728 1.17918 0.1 0.2 0.5
H -3.81093 -2.11286 1.25899 -0.2 0.0 0.4
H -2.46800 -2.38719 3.64299 -0.3 0.5 -0.4
H -5.03625 -3.99387 3.26904 0.1 -0.3 0.2
H -5.02946 -2.29668 3.45445 0.1 0.3 0.6
H -6.27336 -4.05064 5.55655 0.0 -0.3 -0.4
H -5.04423 -4.42806 6.74025 0.1 0.0 -0.1
H -4.94143 -5.32350 5.22866 -0.8 -0.3 0.0
C 1.72514 4.02653 -7.14575 -0.6 -0.8 -0.4
C 2.07271 3.22101 -5.91006 1.6 1.8 0.9
C 0.97455 2.96317 -4.87211 0.0 -0.9 -0.8
O 1.56610 2.45783 -3.69434 0.4 0.3 -0.3
C 0.61687 1.92115 -2.77857 -0.7 -0.8 -1.4
N 2.84045 1.92997 -6.28928 -1.4 0.2 0.5
H 3.54646 1.78582 -5.57118 0.0 -0.4 0.0
H 2.12627 1.19987 -6.27309 0.4 -0.5 0.0
H 3.28433 1.92529 -7.20911 -0.1 0.4 -0.1
H 1.10418 3.40809 -7.80197 -0.2 0.2 0.0
H 2.57712 4.31976 -7.75831 0.2 0.0 0.3
H 1.15557 4.91968 -6.89782 0.1 0.0 0.1
H 2.84682 3.72814 -5.32736 0.0 0.4 -0.2
H 0.29834 2.25734 -5.38248 -0.3 -0.4 0.6
H 0.36135 3.83046 -4.62529 0.3 0.4 -0.4
H 1.14615 1.47601 -1.94304 -0.1 0.3 0.1
H 0.09808 1.14481 -3.35986 0.0 -0.4 0.5
H -0.20590 2.59001 -2.51129 0.5 0.5 0.3
C -5.41780 -0.34090 7.38896 1.3 2.2 0.0
N -4.26171 0.67221 7.51367 -0.1 0.4 -0.2
C -4.83239 2.04822 7.19580 -0.6 -1.0 -0.6
C -3.76783 0.71738 8.91501 -0.1 -1.3 1.3
C -3.10828 0.27126 6.60061 -0.1 -0.4 1.3
C -3.15326 0.69861 5.14227 0.6 -0.4 0.5
O -4.27532 0.18982 4.42722 0.5 0.6 0.1
H -5.05477 -1.32838 7.64562 -0.1 -0.1 -0.1
H -5.67401 -0.16637 6.34714 -0.6 -0.8 0.1
H -6.13297 0.07189 8.09519 -0.5 -0.6 -0.2
H -5.29097 1.94237 6.21460 -0.1 0.3 0.0
H -4.03063 2.78420 7.22128 -0.9 -0.2 -0.1
H -5.59808 2.19659 7.95196 -0.1 0.3 -0.1
H -2.87751 1.32782 9.05993 -0.6 -0.6 -0.2
H -3.55453 -0.31171 9.20649 -0.1 -0.1 0.1
H -4.53072 1.11906 9.57993 -0.3 -0.2 -0.2
H -2.97379 -0.79375 6.80215 -0.5 -0.3 -0.8
H -2.24519 0.65922 7.14405 -0.9 0.0 -1.0
H -2.20928 0.34283 4.71328 -0.1 -0.4 0.1
H -3.00952 1.77690 5.02570 -0.6 0.2 0.3
H -4.08193 0.48891 3.51861 -0.3 -0.4 0.2
C 3.34213 -2.87216 4.20454 -0.4 0.9 0.1
N 2.09332 -2.16907 4.71484 0.5 -1.9 0.8
C 0.98112 -3.13392 4.49751 -2.1 0.8 -1.6
C 2.19000 -2.04540 6.22894 0.1 1.5 -1.0
C 1.85573 -0.82171 4.04957 -1.2 -0.6 1.0
C 2.74786 0.33948 4.44665 -0.5 -0.4 0.0
O 3.99909 0.21503 3.79903 -0.1 0.2 -0.1
H 4.14661 -2.14057 4.24167 0.2 -0.3 0.3
H 3.17560 -3.16009 3.16910 -0.1 -0.2 0.1
H 3.45285 -3.72315 4.86937 0.5 -0.1 -0.3
H 0.92629 -4.02216 5.12061 1.0 0.1 0.1
H 0.91107 -3.40877 3.44295 0.5 -0.2 0.1
H 0.01841 -2.62899 4.64263 0.2 0.4 0.4
H 3.16073 -1.56663 6.33093 0.0 -0.3 1.0
H 2.01703 -2.97457 6.75952 0.6 -0.3 -0.4
H 1.38342 -1.37896 6.53808 0.2 0.2 0.0
H 0.84213 -0.63165 4.40433 0.0 0.6 -0.3
H 1.77716 -0.97405 2.97566 0.3 -0.1 0.0
H 2.83544 0.44250 5.53071 0.2 -0.2 0.0
H 2.16595 1.21626 4.14363 0.2 0.1 -0.3
H 4.44597 1.06667 3.81653 0.1 -0.1 0.2
C 4.12690 -7.14286 -3.23996 -1.0 0.1 0.1
C 4.17120 -6.48390 -4.63381 -0.9 -0.6 0.2
C 3.51850 -5.10840 -4.68010 1.0 1.4 0.1
C 4.14465 -4.13707 -3.64281 -0.8 -1.9 -0.2
N 3.50146 -2.78289 -3.66738 -0.4 -0.5 1.0
C 2.02659 -2.86688 -3.34884 -1.5 -1.0 1.6
C 1.58714 -1.67094 -2.46230 1.1 1.7 -1.2
C 2.93273 -0.90089 -2.21638 -0.8 -0.4 -0.2
C 3.95147 -1.99431 -2.43436 1.1 0.7 -0.4
C 3.73374 -2.06578 -5.01033 -0.9 0.0 1.3
C 5.13693 -2.18248 -5.56939 -0.1 -0.3 0.2
C 5.30378 -1.31343 -6.79897 -0.2 1.3 0.5
H 5.02188 -7.03623 -2.63256 0.0 0.0 0.0
H 3.81231 -8.18688 -3.25086 0.7 -0.2 -0.5
H 3.25713 -6.75486 -2.69273 0.3 0.4 0.2
H 3.48852 -7.05627 -5.26554 0.5 -0.3 -0.3
H 5.16065 -6.48470 -5.08649 0.0 0.0 0.0
H 2.43896 -5.19288 -4.54825 0.0 0.0 0.3
H 3.67826 -4.63541 -5.65384 -0.1 -0.4 -0.3
H 5.22586 -4.09347 -3.76082 0.0 0.5 -0.2
H 3.97540 -4.62563 -2.68189 0.0 0.6 0.2
H 1.35948 -3.17941 -4.14885 0.4 0.7 -0.6
H 1.87134 -3.69026 -2.64522 0.8 0.0 -0.9
H 0.85569 -1.01814 -2.93578 0.0 -0.1 -0.2
H 1.22309 -1.92581 -1.47192 -0.2 -0.1 -1.1
H 3.08030 -0.05309 -2.88729 -0.1 0.0 0.0
H 2.93485 -0.54777 -1.18688 0.3 0.1 0.0
H 4.97381 -1.65782 -2.60799 0.0 0.1 0.0
H 3.97609 -2.62238 -1.54480 -0.1 -0.5 -0.4
H 3.44543 -1.06588 -4.67017 0.5 0.4 -0.7
H 2.92430 -2.38411 -5.66671 0.2 -0.3 -0.1
H 5.39860 -3.18924 -5.89817 -0.3 -0.2 0.4
H 5.78538 -1.92661 -4.72847 0.5 0.2 -0.4
H 4.62190 -1.58898 -7.60272 0.2 -0.3 -0.1
H 6.33209 -1.24244 -7.14471 0.0 -0.4 -0.1
H 5.04751 -0.27767 -6.52903 0.0 0.1 -0.1
C -2.43052 -2.85424 -2.40569 -1.9 -0.5 0.0
C -2.07561 -3.69462 -3.63427 1.8 0.8 0.7
C -3.15005 -3.70023 -4.71584 0.4 -0.2 0.0
C -2.86299 -4.75853 -5.77244 -0.4 -1.0 -0.7
N -4.01648 -5.14526 -6.68362 -1.8 0.7 -1.7
C -5.19060 -5.83161 -6.01882 0.7 -0.7 1.4
C -4.80146 -7.31511 -5.85646 -0.5 0.1 0.3
C -3.74688 -7.52031 -6.98106 0.3 -0.9 1.3
C -3.66505 -6.19132 -7.70862 0.0 -0.4 -0.3
C -4.64625 -3.94969 -7.41114 1.0 1.2 1.1
C -3.67127 -3.24230 -8.32796 0.4 -0.7 -1.3
C -4.22840 -2.00432 -9.02598 0.0 0.4 0.7
H -1.62776 -2.40013 -1.83292 0.2 -0.3 -0.1
H -3.05167 -3.51222 -1.79001 0.3 0.2 0.6
H -3.14842 -2.06531 -2.65333 0.3 0.2 -0.2
H -1.69089 -4.66084 -3.29973 -0.7 -0.3 -0.1
H -1.13145 -3.23793 -3.96635 -0.2 0.0 -0.9
H -3.11212 -2.70772 -5.16954 -0.3 0.0 -0.1
H -4.14263 -3.80942 -4.27633 0.1 -0.1 0.1
H -2.55859 -5.74600 -5.42126 0.1 0.3 0.7
H -2.05676 -4.44812 -6.43610 -0.1 0.1 -0.1
H -6.05580 -5.89908 -6.67208 0.2 0.9 -0.3
H -5.39499 -5.22701 -5.13797 -0.4 -0.4 0.1
H -5.72923 -7.88651 -5.91704 0.1 -0.1 -0.7
H -4.48030 -7.64611 -4.86786 0.6 0.5 0.0
H -3.89766 -8.41562 -7.58203 -0.5 0.4 -0.5
H -2.82588 -7.81240 -6.46889 0.3 0.5 -0.1
H -4.48083 -6.11423 -8.42775 0.1 -0.1 -0.2
H -2.73650 -5.97814 -8.23215 0.1 0.0 0.2
H -4.91303 -3.24313 -6.62006 -0.2 -0.1 0.1
H -5.58564 -4.22851 -7.88072 0.2 -0.4 -0.2
H -3.32678 -3.95241 -9.08674 -0.1 0.0 -0.1
H -2.74336 -2.94534 -7.83385 -0.2 0.0 0.5
H -4.67320 -1.37865 -8.24654 -0.2 0.2 -0.2
H -4.95875 -2.15793 -9.81659 0.0 -0.3 0.1
H -3.40237 -1.43035 -9.44381 0.0 -0.1 -0.1
C 1.26498 7.64437 -3.11528 0.2 -0.2 -1.3
C 1.58665 7.72079 -1.66235 0.1 -0.1 1.6
C 2.43080 6.56199 -1.14115 -0.5 -1.3 0.0
C 2.39943 6.47520 0.37844 1.0 1.3 0.6
N 3.19770 5.36558 1.04343 -1.2 -0.5 -1.4
C 2.97949 5.42755 2.54637 -0.1 0.0 -0.6
C 1.73857 4.53995 2.83860 -0.4 0.8 0.4
C 1.32497 3.89262 1.51461 0.4 0.2 -0.4
C 2.61081 4.00632 0.72525 0.3 -0.6 -0.7
C 4.63051 5.43561 0.54010 0.0 -0.2 1.1
C 5.40715 6.68415 0.97946 0.0 -0.6 0.3
C 6.83648 6.56893 0.41786 -0.5 -0.2 0.4
H 0.55797 6.84420 -3.35183 -0.3 0.2 0.2
H 2.11673 7.38703 -3.75608 0.3 0.2 0.3
H 0.90719 8.60112 -3.49257 -0.3 -0.1 0.0
H 0.67396 7.67594 -1.05662 -0.2 0.2 -0.3
H 2.06250 8.66101 -1.37346 0.1 0.0 -0.3
H 3.44401 6.58540 -1.54080 0.0 0.2 0.1
H 1.96609 5.63039 -1.49205 0.1 0.0 -0.3
H 1.40215 6.53633 0.81344 -0.1 -0.5 -0.2
H 2.89738 7.36801 0.76641 -0.1 0.1 0.0
H 3.90590 5.06750 2.98774 -0.1 0.2 0.3
H 2.78226 6.47866 2.73910 0.4 -0.1 0.5
H 1.91589 3.82928 3.64457 0.3 -0.2 -0.2
H 0.93899 5.16641 3.23535 -0.1 0.0 -0.1
H 0.94534 2.87713 1.61087 0.3 -0.1 0.1
H 0.55021 4.42151 0.95446 -0.1 0.3 0.4
H 3.35074 3.27433 1.05665 0.0 0.1 0.1
H 2.51309 3.87198 -0.35293 0.0 0.2 0.0
H 4.66307 5.24379 -0.52999 -0.3 0.2 0.0
H 5.05163 4.53564 0.99384 0.5 0.2 0.1
H 5.38488 6.68501 2.07162 0.3 0.0 0.0
H 4.95794 7.63476 0.69353 -0.1 -0.1 -0.3
H 7.09726 5.51348 0.32258 0.1 0.0 -0.2
H 7.57312 6.99088 1.09670 0.0 0.3 -0.2
H 6.86198 7.05520 -0.55456 0.3 -0.1 0.0
C -0.16591 2.09131 6.57689 -0.1 2.2 1.2
F 1.14083 2.23982 6.85830 -0.2 -0.2 -0.2
F -0.35363 2.42762 5.30415 0.3 -0.7 -0.5
F -0.50028 0.82607 6.79685 1.1 -0.6 -0.5
S -1.25332 3.25356 7.61685 -0.5 -0.2 -0.1
O -1.53203 4.36958 6.71283 0.8 -0.3 0.6
O -2.45148 2.42720 7.78458 2.6 2.0 -0.3
O -0.51195 3.45329 8.82383 0.2 0.4 -0.4
C 1.24832 -4.38380 -0.54339 -0.7 -1.8 3.3
F 0.16302 -4.61301 -1.27080 0.1 0.3 -0.7
F 2.33528 -4.78590 -1.18746 0.3 0.0 -0.2
F 1.32585 -3.08176 -0.24118 0.3 -0.2 0.3
S 1.07498 -5.30063 1.10952 0.8 -0.8 1.8
O 2.18692 -4.86844 1.96438 -0.5 0.2 -1.4
O -0.19044 -4.75641 1.59932 -0.6 0.4 -0.3
O 1.05332 -6.70676 0.80981 0.0 0.7 -0.6
C -0.76863 0.30866 0.37010 -1.4 0.8 1.9
F -1.77364 -0.13639 -0.37508 0.4 -0.7 -0.5
F 0.34813 -0.39223 0.21614 0.1 -0.1 -0.6
F -0.55640 1.57449 -0.02998 0.5 0.2 -0.1
S -1.29790 0.26736 2.19379 0.8 -0.7 1.2
O -0.48284 1.23037 2.90431 0.5 0.5 -0.8
O -2.70197 0.59172 2.22426 -0.2 -0.1 -1.0
O -0.93523 -1.09409 2.57420 -0.3 0.3 -0.6

Number 1: HOMO energy -8.93 eV. Number 2: HOMO energy -16.81 eV.